(1)
C46H45F9N3O18S | ωB97M-V with the def2-TZVPD basis set

* calculated total energy: -4594.720369 Ha
* total charge: +1
* HOMO level: -0.3926 Eh
* energy above the lowest of the compared OMol25 structures with the same formula, charge and spin: 10.882 eV
* orbital gap: 6.344 eV
* E_LUMO: -0.159 hartree

```
122
Properties=species:S:1:pos:R:3:mulliken_charge:R:1
H 6.883 7.183 2.995 0.96
C -6.581 -0.241 -0.687 -0.57
H 0.939 1.625 -1.077 0.17
C 7.951 9.733 7.957 0.83
C -9.216 -2.419 -4.946 -1.05
O -5.750 -6.409 0.265 -0.60
O -0.001 1.294 3.300 -0.47
H 1.263 -5.494 -0.883 0.30
O 8.356 9.033 1.871 -0.65
H 2.136 -2.999 -2.291 0.26
O -1.225 -5.166 -1.973 -0.34
H -1.685 -5.902 -0.077 0.06
O 7.731 4.206 -0.221 -0.59
O -10.457 -3.642 -6.522 -0.56
C 6.867 8.405 5.670 0.95
C -6.128 -8.577 -2.784 -0.92
H 3.385 1.495 -1.779 0.41
H -6.901 -8.816 -3.501 0.49
C -1.302 -0.108 -1.600 0.31
C 4.363 0.540 0.438 0.45
N 1.794 -2.185 -2.824 -0.36
F 3.653 3.270 2.559 -0.31
H 1.261 -3.302 0.559 0.07
C -3.651 -0.828 -1.307 0.38
F 2.526 2.354 0.753 -0.27
C 8.317 8.464 5.875 -0.79
H -0.774 -4.295 -3.808 0.33
C -5.663 -0.756 0.460 -0.69
H 9.143 6.081 -1.377 0.41
C 0.186 -0.267 -1.959 0.47
F 4.958 -0.473 1.267 -0.26
H -6.687 -6.182 0.104 0.36
H 1.766 -4.702 1.758 0.37
H -3.624 -10.187 -3.698 0.35
O -4.560 -9.955 -3.862 -0.56
C -1.340 0.878 2.857 -0.65
H 10.286 9.646 7.977 0.35
C -4.900 -9.095 -2.863 0.41
C -2.097 1.538 0.390 -0.87
C 7.874 5.329 0.235 1.01
C 5.991 9.077 6.671 0.24
H -6.816 0.405 -2.920 0.41
C -1.203 0.545 1.279 1.24
C -1.011 -5.086 -0.545 0.24
H -1.348 -4.101 -0.063 -0.03
C -8.565 -4.818 -3.495 -0.72
H -10.676 -4.588 -6.637 0.35
C 0.486 -5.404 -0.053 -0.38
O -7.296 -3.600 -1.934 -0.51
C 8.681 6.353 -0.438 -1.04
C -8.392 -2.373 -3.735 0.67
C 8.827 7.565 0.102 0.43
H -2.118 1.707 2.990 0.31
H 5.876 10.184 8.473 0.42
N -2.216 -1.163 -1.646 1.25
H -7.692 -0.036 -0.480 0.34
C -6.084 0.020 -2.132 -0.41
S 3.928 1.961 1.561 1.27
O -7.949 -1.327 -3.282 -0.47
H 6.499 3.959 1.535 0.18
C -4.159 -1.070 0.151 -0.35
H 0.682 -4.486 -2.675 0.20
C 8.185 7.921 1.399 0.85
C 0.960 -4.311 1.044 -0.87
F 3.660 -1.482 -0.689 -0.37
C -9.410 -4.865 -4.693 0.85
H 1.634 -2.545 -3.791 0.42
O -7.593 -7.168 -1.589 -0.68
O 4.647 9.036 6.453 -0.58
F 3.165 1.007 2.689 -0.31
H 0.472 -6.428 0.481 0.31
H -8.352 -5.757 -3.001 0.75
O 10.172 9.149 7.143 -0.56
C 6.501 9.695 7.738 -0.82
C -6.477 -7.650 -1.703 0.97
H -1.630 -0.082 3.415 0.29
H 9.522 9.307 0.074 0.35
H 0.460 0.447 3.488 0.28
F 5.420 0.943 -0.439 -0.22
C -4.584 -0.287 -2.451 -0.40
H -9.415 -1.481 -5.447 0.45
H 0.035 -4.071 1.699 0.28
H -7.081 -2.653 -1.815 0.19
H -3.482 -1.464 0.988 0.36
H -3.227 1.490 0.632 0.32
F 5.369 1.713 2.423 -0.37
H -0.112 0.691 0.927 -0.52
C 7.359 6.905 2.060 -0.89
O 6.364 7.834 4.715 -0.62
H 3.161 -0.097 -2.644 0.45
O 8.451 10.274 8.927 -0.60
H 8.942 7.987 5.131 0.46
C -0.724 -2.674 -2.292 0.29
C 8.828 9.084 6.940 0.34
C 2.774 0.511 -1.741 -1.17
N -2.055 -2.447 -1.940 -1.15
H -1.047 2.186 -1.460 0.41
C 0.470 -1.727 -2.375 -0.05
H 4.533 8.534 5.622 0.33
F 2.016 -0.454 0.494 -0.12
C -4.191 -7.811 -0.796 -0.82
H -2.767 1.674 -1.773 0.37
C -9.693 -3.582 -5.399 0.26
H -1.593 -0.516 1.116 -0.21
O -9.877 -5.905 -5.123 -0.59
O -2.742 -9.263 -1.956 -0.63
H -3.413 -7.561 -0.087 0.45
H -6.119 -0.911 1.500 0.38
H -4.181 -0.117 -3.518 0.39
C -8.086 -3.657 -3.046 0.37
F 4.818 3.001 0.561 -0.36
C 7.210 5.694 1.519 0.11
O 6.444 4.740 2.118 -0.51
C -1.814 1.362 -1.196 -1.14
C 3.150 -0.169 -0.328 0.94
C -0.425 -4.224 -2.705 -0.67
H 1.152 1.512 -2.897 0.48
O 9.571 8.526 -0.513 -0.57
C 1.249 0.904 -1.926 -0.43
C -5.417 -7.291 -0.719 0.28
C -3.847 -8.757 -1.863 0.86
H -1.777 2.614 0.668 0.52
```


(2)
C46H45FeN10Se2 | ωB97M-V with the def2-TZVPD basis set

* calculated total energy: -8393.968111 Ha
* total charge: +1
* HOMO level: -0.3043 Eh
* energy above the lowest of the compared OMol25 structures with the same formula, charge and spin: 1.224 eV
* orbital gap: 4.978 eV
* E_LUMO: -0.121 hartree

```
104
Properties=species:S:1:pos:R:3:mulliken_charge:R:1
H -2.881 4.332 2.418 0.53
H 0.835 -0.251 -5.988 0.34
C -1.604 -2.033 5.601 -1.07
H -0.691 -1.781 -2.959 0.05
H 5.470 1.343 -2.900 0.46
C -2.788 1.634 2.051 0.04
C -1.347 -3.119 3.116 -0.17
H 0.364 -4.745 0.270 0.12
Fe -0.763 -0.346 1.904 -0.11
H 3.308 -2.500 1.534 0.28
C 1.574 -1.449 3.570 0.04
N 1.125 -0.597 2.662 0.87
C -3.443 2.666 -3.143 0.07
H -0.457 0.419 -1.998 -1.22
N -1.339 0.759 3.355 0.91
C -1.627 0.205 4.464 -0.79
H 2.789 -5.599 -1.383 0.45
C 4.192 1.399 2.025 -0.96
H -6.462 2.557 -0.518 0.41
H 2.219 -0.029 -4.920 0.22
H 2.438 3.769 -0.814 0.49
H -2.184 0.730 5.234 0.55
C 4.756 -1.038 -0.588 -0.81
C 2.626 -2.874 0.769 -0.83
C 0.484 2.915 -0.637 -1.00
C -0.307 1.960 0.022 -0.45
H -1.487 -5.035 4.057 0.49
Se -2.966 1.167 -2.085 -0.13
C 3.222 -4.084 0.055 -0.83
C -0.137 -1.037 -3.534 -0.75
C 3.725 2.234 1.073 -0.94
C 2.237 -4.830 -0.840 -0.04
Se -0.503 -1.914 -0.033 -0.40
H 1.676 -3.115 1.243 0.11
H -0.874 -0.537 -4.167 0.75
C 2.880 -1.429 4.069 -1.19
C 2.763 -0.253 -1.736 0.77
H -4.532 5.874 1.391 0.44
N -4.194 4.918 -4.693 -0.64
H 0.891 -2.205 3.930 0.27
H 0.018 3.543 -1.384 0.31
H 6.559 -0.105 -1.241 0.45
H 4.790 -0.464 3.958 0.48
C -1.485 -1.254 4.464 0.92
N 2.372 -1.777 -0.160 1.89
C -3.670 3.960 1.778 -0.55
C -4.753 2.099 0.700 0.13
C -3.064 4.891 -3.989 -0.38
C 1.091 -5.483 -0.071 -1.15
C 3.770 -0.501 3.594 -1.03
C 3.497 0.635 -2.514 -0.56
H -3.741 -1.040 0.350 0.39
H 4.376 2.969 0.616 0.47
C -5.691 2.952 0.131 -0.71
C -1.481 -3.965 4.209 -0.85
N 0.184 1.135 0.927 1.34
C 0.931 -1.712 -4.390 -0.08
C 5.486 -0.159 -1.365 -1.03
C 1.176 -1.395 -0.664 -1.34
H 5.223 1.454 2.353 0.45
H 1.841 -4.151 -1.603 -0.07
N -4.774 0.733 0.440 0.32
H 0.847 0.852 -3.098 0.68
H -5.289 1.839 -3.887 0.41
C 3.340 0.411 2.618 1.25
H -1.361 1.868 -0.236 0.33
H 5.235 -1.675 0.144 0.55
N -1.357 -1.793 3.226 0.60
H 2.223 -1.333 -6.094 0.42
H -1.700 -4.047 6.344 0.46
N -2.779 0.313 1.566 0.14
H 3.026 1.280 -3.242 0.60
H 0.465 -2.544 -4.922 0.50
C 1.502 1.244 1.233 -0.77
C -1.603 -3.414 5.472 -0.38
H 1.471 -6.025 0.800 0.34
N -1.972 1.942 3.015 -1.38
H 3.612 -4.767 0.816 0.50
H -1.698 -1.558 6.569 0.53
C 4.864 0.667 -2.311 -1.22
H -6.309 4.979 -0.074 0.44
H -1.215 -3.509 2.115 0.33
H -5.866 3.840 -5.207 0.36
C 0.381 0.021 -2.568 -0.13
C -3.738 2.590 1.516 0.94
H 0.561 -6.199 -0.698 0.41
C 2.357 2.181 0.649 1.38
C -4.591 4.810 1.207 -0.83
C -5.598 4.304 0.382 -0.47
C -4.626 2.695 -3.885 -0.59
C -2.653 3.816 -3.218 0.15
H 3.167 -2.156 4.816 0.48
C -4.947 3.820 -4.628 -0.36
H 4.082 -3.754 -0.533 0.36
H -5.432 0.382 -0.238 0.40
C 2.003 0.328 2.203 -0.20
C 1.809 3.034 -0.328 -1.12
H 1.696 -2.164 -3.747 -0.06
C -3.746 -0.038 0.760 -0.84
N 1.399 -0.507 -1.649 1.59
H -2.448 5.784 -4.042 0.35
H -1.724 3.876 -2.667 0.20
C 3.382 -1.064 -0.792 0.26
C 1.589 -0.779 -5.402 -1.32
```


(3)
C46H45N8O19S2 | ωB97M-V with the def2-TZVPD basis set

* calculated total energy: -4443.254661 Ha
* total charge: -1
* HOMO level: -0.2138 Eh
* orbital gap: 6.622 eV
* E_LUMO: 0.030 hartree

```
120
Properties=species:S:1:pos:R:3:mulliken_charge:R:1
O -3.675 -2.646 -2.176 -0.57
H -4.117 -1.939 0.562 0.39
H -2.691 -0.987 3.214 -0.04
C -5.709 -6.063 -0.297 -0.55
H -4.974 -0.776 2.472 0.29
O 6.868 -4.702 -2.978 -0.61
H -2.685 -0.947 0.651 0.40
C -7.919 -6.847 -0.818 -0.40
C 4.258 -6.426 0.794 -0.49
C -2.305 -6.534 4.536 -0.50
H 4.653 2.428 -0.692 0.50
C 1.059 9.790 2.825 -0.51
C 0.181 3.649 1.527 0.10
H -3.819 1.309 -1.725 0.43
C -4.286 -5.517 5.436 -0.46
C 4.382 -7.460 -0.125 -0.39
H 5.640 -1.742 -0.506 0.51
H -3.105 1.433 -0.118 0.11
C 5.103 0.326 -0.479 0.14
H -0.497 4.808 -6.755 0.40
N 6.366 -5.795 -2.806 1.01
N 3.936 4.926 -3.853 1.01
C 6.149 -0.744 -2.331 -0.23
O -4.585 -2.211 4.207 -0.60
C 5.597 1.603 -2.445 -0.51
H -4.878 -5.403 -0.499 0.65
H -0.579 11.096 3.278 0.38
C 0.189 4.571 0.496 -0.60
C 2.616 5.678 -5.766 -0.54
O -0.778 0.768 -0.636 -0.62
H 6.559 -1.634 -2.791 0.40
C -0.377 10.782 1.166 -0.42
O 4.071 4.222 -2.852 -0.50
C 5.077 -7.263 -1.307 -0.41
C 0.503 4.021 -5.037 -0.73
H 4.737 -4.382 1.251 0.43
O -4.449 -7.803 2.520 -0.60
C -4.232 -0.206 1.924 -0.34
H 6.524 0.499 -4.031 0.39
H 5.985 -4.027 -0.847 0.52
H 0.063 10.276 -0.875 0.46
N -1.558 -1.369 -1.521 -0.36
N -1.104 3.101 2.010 1.14
C 5.533 -4.984 -0.640 -0.32
C 0.334 10.147 0.161 -0.40
H 1.302 2.474 2.909 0.50
S -2.322 -2.310 -2.568 0.81
C -6.726 -7.815 1.032 -0.40
C -3.776 -0.907 0.634 -0.64
H 3.551 4.954 0.240 0.57
H 3.443 6.316 -6.041 0.45
O 4.607 -0.885 1.422 -0.62
O -3.575 -6.233 1.338 -0.57
H -3.187 0.652 3.646 0.35
C 2.695 4.870 -4.643 0.27
C -7.858 -7.751 0.237 -0.39
H 3.467 3.314 2.098 0.37
C 1.414 5.043 0.035 -0.46
O -5.876 -3.327 5.518 -0.63
O 3.049 7.908 -0.206 -0.58
H -1.216 11.415 0.912 0.37
H -5.173 -5.561 6.049 0.46
H -0.301 3.388 -4.769 0.64
H 3.932 -8.423 0.076 0.36
C -2.847 -4.270 3.941 -0.12
C -3.975 -4.366 4.734 0.12
H -6.666 -8.511 1.855 0.44
C -3.439 -6.606 5.336 -0.38
C 5.633 -0.812 -1.052 -0.60
C -6.847 -6.008 -1.086 -0.56
H 5.177 -8.057 -2.031 0.44
N 2.143 8.639 -0.549 1.08
H 3.706 -6.583 1.711 0.39
H -1.598 -3.424 -2.326 0.01
C 6.129 0.457 -3.025 -0.63
H -6.888 -5.301 -1.903 0.44
O -4.245 -0.238 -0.521 -0.41
C 1.340 3.197 2.109 -0.27
C -5.672 -6.965 0.749 0.17
C 1.776 9.148 1.828 -0.27
O 4.804 5.683 -4.241 -0.63
H 5.581 2.536 -2.986 0.53
C 1.460 5.652 -6.526 -0.39
H -4.621 0.771 1.638 0.36
H 1.339 9.650 3.860 0.37
O 4.062 1.188 1.411 -0.55
O 6.425 -6.714 -3.597 -0.61
N 4.544 0.206 0.887 0.97
H -8.695 -8.403 0.443 0.36
O -1.641 0.801 -2.908 -0.66
H 2.612 8.508 2.070 0.45
C -3.001 -0.024 2.813 -0.82
C -2.010 -5.370 3.844 -0.53
H -2.209 0.397 2.202 0.35
C 1.397 9.337 0.512 0.14
N -4.883 -3.212 4.822 1.04
S -1.729 0.215 -1.590 1.01
H 1.737 3.407 -3.390 0.61
O -1.069 2.271 2.904 -0.63
C 1.656 4.037 -4.264 -0.47
H -3.670 -7.516 5.872 0.39
H -1.654 -7.393 4.445 0.37
C 0.407 4.827 -6.160 -0.47
H -1.132 -5.319 3.216 0.43
H -8.809 -6.797 -1.432 0.37
C -0.017 10.603 2.495 -0.41
C 2.601 4.590 0.610 -0.74
C 2.556 3.671 1.647 -0.54
C 5.075 1.547 -1.153 -0.37
H -0.737 4.906 0.053 0.48
N -4.471 -7.006 1.598 1.08
C 4.835 -5.189 0.538 -0.37
C 5.639 -6.022 -1.545 0.07
H 1.445 5.758 -0.777 0.73
O -2.121 3.485 1.469 -0.65
C -3.355 0.734 -0.926 -0.38
O 1.795 8.823 -1.698 -0.64
H -2.629 -3.362 3.398 0.34
H 1.382 6.277 -7.406 0.37
O -2.133 -1.999 -3.962 -0.60
```


(4)
C46H46BrIIrN5O7 | ωB97M-V with the def2-TZVPD basis set

* calculated total energy: -5556.721263 Ha
* spin multiplicity: 2
* ⟨S²⟩: 0.8303
* total charge: +1
* HOMO level (alpha / beta): -0.3969 / -0.3938 Eh
* energy above the lowest of the compared OMol25 structures with the same formula, charge and spin: 3.385 eV
* orbital gap (alpha / beta): 7.147 / 6.127 eV
* E_LUMO (alpha / beta): -0.134 / -0.169 hartree

```
107
Properties=species:S:1:pos:R:3:lowdin_spin:R:1
H -1.845 3.521 0.694 0.00
O 1.486 -0.529 3.368 0.01
O 0.800 -0.784 -1.583 0.01
C 0.496 2.181 -1.431 0.00
C -2.970 -3.670 -0.148 0.00
N -0.779 0.947 0.381 0.50
O -1.037 -1.714 -2.551 0.00
H 1.866 0.318 -7.440 0.00
C 1.640 0.182 -4.062 0.00
C 0.279 4.640 -1.763 0.00
H -2.838 2.863 -3.344 0.00
C -2.798 -0.391 3.232 -0.01
H 3.534 -2.028 1.071 0.00
H -1.815 -1.281 4.928 0.00
H -4.796 0.163 3.777 0.01
C -2.200 4.353 -1.912 0.00
C -2.662 -1.477 4.265 -0.01
H 2.745 -0.662 -1.887 0.00
C -2.000 3.029 -2.663 0.00
H -0.778 -1.997 -4.972 0.00
H 1.124 4.827 -1.093 0.00
C -3.960 0.356 3.114 0.11
C 5.073 0.301 0.942 0.00
H 1.477 -1.148 4.108 0.00
N 2.889 -0.088 0.076 -0.02
H -0.836 -0.707 2.509 0.01
H -4.182 -1.979 -0.645 0.00
Ir 0.658 -0.387 0.431 0.10
C 1.104 1.748 2.710 0.00
H -2.269 5.174 -2.630 0.00
C 1.045 -4.876 0.549 0.00
H 2.613 2.283 4.849 0.00
C 3.702 0.248 1.087 0.00
H 2.903 0.628 5.419 0.00
H 1.410 3.299 -3.020 0.00
I 5.529 -0.913 -3.176 0.00
C -0.819 2.097 -0.640 0.03
H 0.674 1.243 -1.923 0.00
H -2.486 -2.446 3.791 0.00
H 6.716 0.016 -0.418 0.00
C -1.739 -0.130 2.373 0.10
N 1.565 -2.509 0.715 -0.01
C 5.643 -0.011 -0.281 0.00
O 1.318 1.314 1.463 0.01
H 5.689 0.583 1.785 0.00
C -3.206 -2.348 -0.365 0.00
C -5.290 2.219 2.053 -0.01
C -1.807 0.826 1.347 0.02
H -0.104 3.588 0.746 0.00
C 2.417 -5.167 0.666 0.00
C 2.692 1.241 4.540 0.00
C -0.031 -5.835 0.431 0.00
C 0.607 -0.745 -3.939 0.00
H -3.120 2.360 0.565 0.00
O 0.830 2.903 2.924 0.00
C 3.432 -0.387 -1.108 0.00
H -2.315 -0.410 -0.466 0.00
C 2.076 0.554 -5.320 0.00
H -5.747 2.122 1.068 0.00
H -2.076 -6.214 0.178 0.00
C 0.461 3.303 -2.475 0.00
H 0.029 -1.325 -7.224 0.00
H -5.047 3.272 2.201 0.00
H -0.728 3.886 -4.186 0.00
H -2.925 1.791 -1.167 0.00
C 1.510 0.017 -6.464 0.00
H -3.557 -1.559 4.878 0.00
N 0.195 -7.305 0.506 0.00
C -2.991 1.593 1.301 0.09
H -0.553 2.142 -4.004 0.00
C 3.305 -4.139 0.820 0.00
C 0.031 -1.288 -5.082 0.00
Br 3.454 1.837 -5.465 0.00
C -1.018 4.589 -0.963 0.00
C 0.026 -1.136 -2.605 0.00
H 0.122 1.967 5.189 0.00
H -1.156 5.533 -0.431 0.00
H 4.364 -4.332 0.911 0.00
C 0.262 0.918 4.932 0.00
H 2.759 -6.187 0.644 0.00
H 0.246 5.458 -2.488 0.00
C -1.307 -5.458 0.255 0.00
H 3.535 1.156 3.856 0.00
H 3.222 0.458 2.020 0.00
H -1.773 0.927 -2.188 0.00
O 1.336 -7.702 0.623 0.00
C -0.694 3.076 -3.452 0.00
C 1.372 0.807 3.898 0.00
C -4.052 1.367 2.164 0.00
H -0.681 0.536 4.553 0.00
C -1.957 1.868 -1.661 0.02
C 0.484 -0.909 -6.335 0.00
H 0.535 0.372 5.839 0.00
C -1.658 -4.080 0.139 0.00
C -0.957 3.463 0.077 0.02
C 4.802 -0.368 -1.321 0.00
C 0.683 -3.516 0.532 0.00
H 1.314 2.362 -0.730 0.00
O -0.778 -8.018 0.448 0.00
C -0.666 -3.111 0.276 0.00
H -3.761 -4.407 -0.218 0.00
H 2.085 0.637 -3.192 0.00
H -3.140 4.332 -1.349 0.00
C 2.842 -2.827 0.874 0.00
N -0.928 -1.789 0.130 0.01
C -2.150 -1.442 -0.243 0.00
H -6.030 1.937 2.800 0.00
```